151
Properties=species:S:1:pos:R:3:forces:R:3 method="wB97M-V/def2-TZVPD" lumo_ev=3.220 multiplicity=1 relative_energy_ev=0.000 total_energy_ev=-192345.13099 gap_ha=0.205 total_charge=-2
Cs 0.480 -0.117 0.015 -1.16 0.86 0.02
Br -3.394 3.533 5.136 0.00 0.01 0.03
C -3.182 2.809 3.385 -0.04 -0.08 -0.03
C -2.889 3.669 2.315 0.06 0.10 0.06
C -2.727 3.172 1.055 -0.09 -0.04 0.05
C -2.853 1.763 0.747 0.02 -0.04 -0.10
O -2.688 1.323 -0.413 0.15 0.32 -0.26
C -3.181 0.920 1.880 0.08 -0.08 0.00
C -3.380 -0.500 1.738 0.05 0.03 -0.11
N -3.268 -1.158 0.644 -0.15 -0.07 0.13
C -3.672 -2.475 0.575 0.14 0.08 -0.11
C -4.865 -2.938 1.085 0.00 -0.07 -0.01
C -5.284 -4.268 0.868 -0.07 0.04 0.05
C -4.527 -5.138 0.140 0.08 -0.01 -0.04
C -3.291 -4.703 -0.405 -0.07 -0.13 -0.01
C -2.449 -5.548 -1.168 0.00 0.04 0.01
C -1.277 -5.061 -1.664 0.03 0.03 0.03
C -0.930 -3.718 -1.380 0.02 -0.11 -0.14
N -1.675 -2.916 -0.667 0.05 0.13 -0.25
C -2.858 -3.379 -0.193 0.04 0.05 0.25
C -3.322 1.464 3.164 0.01 0.06 0.08
H -2.777 4.731 2.503 -0.01 -0.01 -0.01
H -2.484 3.836 0.234 -0.04 0.02 -0.03
H -3.643 -1.029 2.670 -0.01 -0.01 -0.01
H -5.505 -2.250 1.622 -0.03 0.02 0.01
H -6.233 -4.591 1.280 0.00 -0.01 0.00
H -4.852 -6.156 -0.036 -0.01 -0.03 0.00
H -2.749 -6.576 -1.341 -0.01 0.00 -0.01
H -0.595 -5.671 -2.242 -0.01 0.00 -0.01
H 0.002 -3.311 -1.756 0.03 0.03 -0.01
H -3.548 0.798 3.990 0.00 0.01 0.01
C -2.356 -1.195 -5.273 0.05 -0.06 0.01
N -1.446 -0.265 -4.651 0.02 0.10 0.03
C -1.118 -0.169 -3.354 0.04 -0.05 0.15
N -0.359 0.885 -3.158 0.06 0.23 0.25
C -0.268 1.433 -4.389 -0.13 -0.25 -0.22
N -0.921 0.782 -5.333 0.01 -0.07 -0.09
C -3.778 -0.681 -5.329 -0.05 -0.02 -0.05
C -4.777 -1.435 -5.938 0.02 0.02 0.00
C -6.090 -0.983 -5.960 0.05 -0.01 0.00
C -6.426 0.224 -5.370 0.06 -0.02 0.01
C -5.428 0.974 -4.760 -0.09 0.06 0.02
C -4.112 0.527 -4.745 -0.01 -0.08 -0.03
C -5.735 2.237 -4.092 0.11 -0.01 0.03
N -6.865 2.797 -3.831 0.16 0.20 0.11
N -6.561 3.975 -3.133 0.02 -0.23 -0.15
C -5.277 4.010 -3.038 0.11 -0.08 0.00
O -4.679 2.950 -3.630 -0.34 0.08 0.02
C -4.403 4.992 -2.402 -0.13 0.02 -0.02
C -4.935 5.933 -1.529 0.05 -0.02 0.01
C -4.088 6.836 -0.908 0.05 -0.02 -0.02
C -2.726 6.804 -1.169 0.04 -0.03 0.01
C -2.191 5.874 -2.056 -0.05 0.27 -0.03
C -0.705 5.847 -2.315 -0.05 0.07 0.08
N -0.032 4.981 -1.371 0.28 -0.14 -0.16
C -0.201 3.666 -1.167 -0.23 -0.08 0.14
N 0.595 3.255 -0.208 0.26 -0.21 0.00
C 1.273 4.376 0.128 0.03 0.06 -0.03
N 0.937 5.450 -0.552 -0.11 0.19 0.09
C -3.038 4.966 -2.669 0.01 -0.02 0.04
H -2.323 -2.120 -4.692 0.02 0.02 -0.02
H -1.975 -1.412 -6.272 -0.05 0.02 0.02
H -1.451 -0.863 -2.596 -0.02 -0.07 0.04
H 0.311 2.315 -4.608 0.01 0.05 0.01
H -4.529 -2.388 -6.390 0.01 -0.02 -0.02
H -6.856 -1.582 -6.434 -0.01 -0.02 -0.01
H -7.445 0.583 -5.369 -0.02 0.03 0.02
H -3.351 1.118 -4.258 -0.01 0.03 0.05
H -5.997 5.937 -1.331 -0.03 -0.03 0.00
H -4.488 7.557 -0.209 0.00 0.02 0.01
H -2.061 7.498 -0.669 0.01 0.02 0.00
H -0.278 6.838 -2.163 0.02 -0.06 -0.03
H -0.478 5.531 -3.335 -0.08 -0.03 0.03
H -0.928 3.052 -1.675 -0.04 -0.07 -0.03
H 2.029 4.403 0.894 0.04 -0.01 0.02
H -2.635 4.222 -3.344 -0.01 -0.02 -0.02
C -0.654 -6.311 7.337 -0.03 -0.01 -0.04
O 0.391 -5.871 8.171 0.07 0.05 0.07
C 0.672 -4.526 8.157 0.07 -0.06 0.04
C -0.057 -3.586 7.435 -0.02 -0.01 -0.01
C 0.313 -2.251 7.465 -0.33 -0.13 0.13
C 1.405 -1.835 8.211 0.04 0.14 0.52
C 2.102 -2.776 8.963 -0.02 0.11 -0.07
C 1.752 -4.114 8.929 -0.10 -0.06 -0.11
N 1.723 -0.447 8.397 -0.03 -0.26 0.07
N 1.802 0.331 7.417 -0.03 0.08 -0.16
C 1.809 -0.083 6.091 0.07 0.31 -0.03
C 2.272 -1.311 5.624 0.33 -0.20 -0.22
C 2.342 -1.620 4.286 0.10 -0.04 0.04
C 1.948 -0.706 3.264 -0.08 0.16 0.05
O 2.021 -0.961 2.047 0.42 -0.27 0.61
C 1.436 0.595 3.745 -0.09 -0.06 0.01
N 0.965 1.439 2.799 0.16 -0.11 0.03
C 0.486 2.599 3.171 -0.14 0.06 0.06
C 0.444 3.014 4.514 -0.02 0.04 -0.05
C 0.897 2.167 5.484 0.06 -0.10 0.04
C 1.409 0.898 5.121 -0.06 0.05 0.01
H -0.696 -7.393 7.447 -0.01 0.00 -0.01
H -0.463 -6.061 6.289 -0.02 -0.01 0.00
H -1.616 -5.881 7.635 0.00 -0.01 -0.01
H -0.906 -3.877 6.834 -0.01 -0.01 -0.01
H -0.245 -1.530 6.881 0.00 -0.03 0.03
H 2.936 -2.442 9.567 0.01 0.02 0.02
H 2.307 -4.851 9.495 0.00 -0.04 0.01
H 2.630 -2.048 6.335 0.05 0.12 -0.21
H 2.735 -2.577 3.964 0.01 -0.02 0.01
H 0.079 3.227 2.386 0.00 0.02 -0.02
H 0.022 3.979 4.765 0.00 0.00 0.00
H 0.856 2.432 6.531 -0.01 0.00 0.01
C 7.030 -2.226 -3.910 -0.01 -0.07 0.00
C 6.343 -1.031 -3.321 0.01 0.04 -0.01
C 6.958 -0.267 -2.336 -0.04 0.00 0.06
C 6.297 0.784 -1.720 -0.01 -0.06 -0.05
C 6.995 1.551 -0.627 0.07 0.04 0.06
C 5.005 1.119 -2.146 0.00 0.02 0.06
C 4.336 2.260 -1.470 -0.09 0.01 -0.03
O 3.694 3.125 -2.019 0.02 0.03 0.01
C 4.372 0.378 -3.152 0.05 0.03 -0.01
C 2.956 0.626 -3.581 -0.01 0.04 -0.01
C 5.055 -0.697 -3.708 0.01 0.00 0.03
H 8.099 -2.219 -3.692 0.02 0.00 0.01
H 6.896 -2.269 -4.992 -0.01 0.01 -0.01
H 6.593 -3.136 -3.491 -0.01 -0.03 0.00
H 7.963 -0.519 -2.014 0.04 -0.01 0.00
H 7.976 1.116 -0.435 0.01 0.01 -0.01
H 6.437 1.524 0.309 -0.03 -0.02 0.02
H 7.138 2.601 -0.891 -0.01 0.02 0.00
H 4.461 2.297 -0.370 0.03 0.00 -0.01
H 2.618 1.623 -3.322 -0.04 -0.01 -0.01
H 2.321 -0.108 -3.081 -0.07 -0.02 -0.02
H 2.850 0.488 -4.659 0.02 -0.03 -0.01
H 4.548 -1.312 -4.443 -0.02 -0.02 -0.02
C 0.700 -5.011 1.595 -0.02 -0.06 0.02
C 1.989 -4.618 0.909 0.15 0.02 0.01
O 1.752 -3.418 0.183 -0.16 -0.13 -0.05
P 2.665 -2.771 -0.972 0.16 0.16 -0.32
O 1.814 -1.749 -1.645 0.43 -0.68 -0.50
Te 3.671 -4.454 -2.345 -0.10 0.01 0.14
O 3.795 -1.959 -0.167 0.14 -0.12 -0.22
C 4.589 -2.645 0.799 -0.04 0.13 0.16
C 5.939 -1.967 0.885 0.03 -0.05 0.00
H 0.823 -5.968 2.107 0.03 0.01 0.02
H -0.109 -5.110 0.873 -0.02 -0.02 -0.04
H 0.414 -4.258 2.329 -0.01 0.05 0.01
H 2.353 -5.392 0.220 -0.09 0.07 0.07
H 2.765 -4.430 1.656 -0.01 -0.08 -0.01
H 4.705 -3.698 0.512 0.03 0.10 -0.05
H 4.053 -2.578 1.750 0.06 -0.07 0.02
H 6.343 -1.826 -0.116 0.02 -0.02 -0.04
H 6.637 -2.579 1.460 -0.01 0.00 0.05
H 5.855 -0.995 1.370 -0.03 0.07 -0.02